# 1
ORCA calculation (wB97M-V/def2-TZVPD) on an isolated molecule of C5H10I2 at a distorted geometry.

```
17
Properties=species:S:1:pos:R:3
C 0.371 0.919 1.883
C -0.345 -1.380 -0.024
C -0.257 0.284 -1.978
C 0.563 1.027 0.324
C -0.491 0.099 -0.501
I 2.653 0.665 -0.162
I -2.519 0.804 -0.080
H 0.151 -0.121 1.946
H -0.430 1.570 2.312
H 1.205 1.121 2.348
H -0.781 -2.081 -0.717
H -0.719 -1.578 0.933
H 0.659 -1.626 -0.044
H -0.371 1.281 -2.252
H 0.748 -0.190 -1.980
H -0.899 -0.249 -2.543
H 0.497 2.097 -0.018
```

* highest occupied orbital energy (alpha / beta): -0.175 / -0.302 hartree
* expectation value of S²: 2.01
* DFT total energy: -21542.826 eV
* maximum force: 5.64 eV/Å
* net charge: 0
* multiplicity: 3

---

# 2
ORCA calculation (wB97M-V/def2-TZVPD) on the ion C6H9N with charge +1.

```
16
Properties=species:S:1:pos:R:3
C -2.403 0.995 0.129
C -1.011 0.499 -0.079
C 0.047 1.281 -0.677
N 1.198 0.627 -0.493
C 0.937 -0.589 0.122
C -0.426 -0.650 0.409
C 2.013 -1.589 0.298
H -3.104 0.426 -0.480
H -2.470 2.033 -0.202
H -2.689 0.867 1.166
H -0.004 2.213 -1.213
H 2.068 0.863 -0.960
H -0.980 -1.415 0.925
H 2.695 -1.598 -0.552
H 1.536 -2.563 0.397
H 2.592 -1.399 1.211
```

* highest occupied orbital energy (alpha / beta): -0.520 / -0.543 hartree
* expectation value of S²: 0.76
* DFT total energy: -7850.564 eV
* maximum force: 0.92 eV/Å
* net charge: +1
* multiplicity: 2

---

# 3
ORCA calculation (wB97M-V/def2-TZVPD) on a structure of composition C36H30BrF3N5O2PdSSb at a distorted geometry.

```
80
Properties=species:S:1:pos:R:3
Pd -0.656 0.397 0.449
O -2.523 6.616 -0.147
C -2.028 5.397 -0.228
C -1.645 4.778 -1.424
C -1.158 3.490 -1.383
N -1.018 2.798 -0.255
C -1.372 3.395 0.879
Br -1.113 2.339 2.469
C -1.870 4.669 0.963
H -2.614 7.060 -1.003
H -1.738 5.285 -2.371
H -0.865 2.985 -2.294
H -2.155 5.112 1.901
N 2.141 -5.753 -0.753
C 1.704 -4.508 -0.985
O 2.103 -3.823 -1.906
C 0.652 -3.957 -0.050
C -0.096 -4.685 0.871
C -1.048 -4.019 1.632
C -1.212 -2.652 1.470
N -0.507 -1.957 0.576
C 0.383 -2.595 -0.173
H 2.827 -6.128 -1.392
H 1.856 -6.324 0.022
H 0.037 -5.750 0.998
H -1.666 -4.555 2.337
H -1.938 -2.101 2.062
H 0.922 -2.026 -0.928
F 4.800 6.451 0.799
C 4.125 5.318 0.629
C 2.893 5.169 1.247
C 2.200 3.987 1.071
C 2.734 2.984 0.273
C 3.967 3.150 -0.347
C 4.675 4.321 -0.163
Sb 1.753 1.094 0.064
C 2.637 0.405 -1.765
C 3.207 -0.852 -1.891
C 3.627 -1.296 -3.130
C 3.469 -0.468 -4.231
F 3.832 -0.902 -5.436
C 2.925 0.805 -4.116
C 2.490 1.230 -2.877
C 2.451 0.010 1.795
C 1.508 -0.496 2.683
C 1.925 -1.177 3.813
C 3.283 -1.318 4.053
F 3.691 -2.003 5.121
C 4.232 -0.764 3.206
C 3.808 -0.099 2.069
H 2.495 5.967 1.853
H 1.248 3.857 1.569
H 4.377 2.365 -0.966
H 5.634 4.481 -0.629
H 3.325 -1.494 -1.027
H 4.031 -2.287 -3.250
H 2.832 1.425 -4.994
H 2.047 2.213 -2.767
H 0.433 -0.346 2.523
H 1.216 -1.582 4.517
H 5.278 -0.850 3.459
H 4.538 0.335 1.397
N -2.081 -1.006 -1.891
C -3.103 -0.943 -1.013
S -3.022 0.278 0.169
N -4.088 -1.827 -1.120
C -5.274 -2.013 -0.370
C -5.806 -1.055 0.483
C -6.993 -1.305 1.151
C -7.661 -2.504 0.966
C -7.132 -3.461 0.113
C -5.944 -3.221 -0.552
H -1.388 -0.254 -1.876
H -2.118 -1.604 -2.704
H -3.999 -2.506 -1.872
H -5.315 -0.103 0.608
H -7.399 -0.545 1.800
H -8.596 -2.685 1.473
H -7.641 -4.399 -0.041
H -5.535 -3.971 -1.213
```

* highest occupied orbital energy (alpha / beta): -0.494 / -0.494 hartree
* DFT total energy: -148398.789 eV
* maximum force: 1.98 eV/Å
* net charge: +2

---

# 4
ORCA calculation (wB97M-V/def2-TZVPD) on a structure of composition C10H28IrN4OS at a distorted geometry.

```
45
Properties=species:S:1:pos:R:3
Ir 0.055 0.334 0.364
N 2.153 0.407 1.095
C 2.370 0.648 2.549
C 1.453 -0.237 3.362
N 0.044 0.020 3.070
C -0.468 1.306 3.517
C -1.565 1.822 2.614
N -1.037 2.036 1.239
C -0.859 -1.113 3.276
C -0.762 -2.131 2.163
N -1.085 -1.482 0.854
H 2.588 -0.485 0.839
H 2.665 1.125 0.571
H 2.228 1.707 2.759
H 3.400 0.416 2.834
H 1.658 -0.060 4.429
H 1.670 -1.289 3.172
H 0.348 2.027 3.560
H -0.865 1.224 4.539
H -1.929 2.764 3.034
H -2.425 1.155 2.562
H -0.395 2.834 1.264
H -1.812 2.314 0.630
H -1.882 -0.744 3.346
H -0.635 -1.611 4.230
H -1.475 -2.932 2.378
H 0.221 -2.596 2.092
H -2.066 -1.192 0.865
H -0.998 -2.179 0.109
C -0.010 -2.764 -4.465
C 0.544 -1.413 -4.084
S -0.720 -0.348 -3.200
O -0.097 0.120 -1.870
C -0.970 1.102 -4.298
C 0.264 1.959 -4.483
H 0.761 -3.292 -5.035
H -0.870 -2.701 -5.130
H -0.227 -3.403 -3.610
H 0.789 -0.824 -4.971
H 1.397 -1.464 -3.407
H -1.805 1.651 -3.860
H -1.322 0.625 -5.219
H 0.622 2.410 -3.559
H -0.034 2.793 -5.125
H 1.080 1.458 -5.001
```

* highest occupied orbital energy (alpha / beta): -0.819 / -0.814 hartree
* expectation value of S²: 1.01
* DFT total energy: -32457.444 eV
* maximum force: 3.59 eV/Å
* net charge: +4
* multiplicity: 2

---

# 5
ORCA calculation (wB97M-V/def2-TZVPD) on an isolated molecule of C6H6ClNOS at a distorted geometry.

```
16
Properties=species:S:1:pos:R:3
C -2.011 -1.176 -0.159
C -0.678 -1.162 0.164
S -0.008 -1.538 1.830
C 1.548 -0.888 1.304
C 1.597 -0.235 0.125
C 0.306 -0.487 -0.699
O -0.455 0.552 -1.521
N -0.681 1.786 -1.051
C -0.082 2.273 -0.099
Cl -0.632 3.898 0.326
H -2.402 -1.080 -1.201
H -2.681 -1.693 0.536
H 2.368 -1.144 1.898
H 2.500 0.024 -0.326
H 0.517 -1.002 -1.633
H 0.794 1.872 0.505
```

* highest occupied orbital energy: -0.314 hartree
* DFT total energy: -33210.058 eV
* maximum force: 3.12 eV/Å
* net charge: 0
* SMILES: C=C1SC=C[C@@H]1O/N=C/Cl

---

# 6
ORCA calculation (wB97M-V/def2-TZVPD) on a cluster of 9 separate species, H18O9 in total at a distorted geometry.

```
27
Properties=species:S:1:pos:R:3
O 2.123 2.140 0.250
H 2.932 2.617 0.030
H 1.516 2.479 -0.412
O 0.334 -3.538 1.063
H 0.686 -2.883 1.672
H -0.323 -4.052 1.573
O -1.502 1.000 -2.217
H -0.534 0.932 -2.359
H -1.587 1.007 -1.221
O -1.742 1.465 0.612
H -1.548 0.689 1.229
H -2.659 1.701 0.778
O -1.494 -1.638 -1.158
H -1.586 -0.869 -1.784
H -0.638 -1.413 -0.753
O 2.667 -2.349 -1.205
H 2.462 -1.439 -1.456
H 1.851 -2.797 -0.916
O -0.179 3.712 -0.594
H -0.298 4.222 0.233
H -0.707 2.933 -0.380
O -1.411 -0.768 2.027
H -2.164 -1.167 1.572
H -0.578 -1.178 1.677
O 1.062 -0.368 0.653
H 1.491 0.514 0.537
H 1.826 -0.951 0.549
```

* highest occupied orbital energy: -0.402 hartree
* DFT total energy: -18720.516 eV
* maximum force: 1.38 eV/Å
* net charge: 0
* SMILES: O.O.O.O.O.O.O.O.O